Record 1
Entry from the OMol25 dataset: C19H19F6I2N5O5S3V as an isolated structure at a distorted geometry (ωB97M-V with the def2-TZVPD basis set).

The geometry in XYZ format:
```
60
C19H19F6I2N5O5S3V, DFT ωB97M-V with the def2-TZVPD basis set
H -2.00578 -4.76683 1.47113
N -0.27845 -2.71582 -0.54576
C -2.23617 -2.13824 0.77849
C -0.71058 2.80376 3.15653
N 2.47068 -1.84820 0.75570
H 1.28164 1.18675 -2.45490
H -0.25350 5.03951 -2.46393
C -2.49533 1.26161 2.72892
C -0.57463 1.29525 -3.12413
H -1.20597 3.93997 -4.49407
C 0.60799 -4.93691 -0.65629
C 4.45932 -0.08455 -0.15845
H 1.29631 -3.24247 -1.77573
O 0.22576 -1.00307 1.66625
C -2.82798 0.26587 0.45135
C -1.24708 -4.46516 0.76036
N -1.56077 2.10824 -3.51723
H -3.40129 0.75885 3.04800
H -0.20992 3.50854 3.80573
I 1.37006 3.73297 1.19020
S 1.68678 -0.81957 1.70269
H -0.70087 3.62530 -1.49350
H -2.44262 1.65680 -3.69342
F 4.81125 -0.22396 1.10535
F 1.59925 -0.60778 4.25334
C -0.23711 2.59373 1.86716
F 5.48462 -0.44123 -0.92630
C -1.46178 3.56966 -3.49835
H -3.00952 0.89236 -0.42377
F 3.42635 -1.51313 3.51458
F 4.15284 1.17646 -0.41137
H 1.25738 3.58977 -3.82649
C -1.21359 -3.15771 0.31894
N 0.62926 1.81295 -2.91202
I -2.51345 2.36796 5.54664
N -2.15904 -0.94992 -0.08818
O 3.60468 -2.21923 -1.43507
O 2.19903 0.52058 1.64818
V -0.10467 -0.65839 -0.55697
H -2.43597 3.97273 -3.22791
H 1.34850 -5.60213 -1.07647
H -0.31304 -6.39396 0.62436
C -0.39623 3.96023 -2.48850
C 2.11240 -1.44938 3.36748
C -0.81218 1.65251 1.00592
H -3.79262 0.00097 0.89203
C -0.31118 -5.36717 0.28167
C 0.89069 3.25010 -2.85453
H -2.01930 -1.83073 1.80155
H -2.59612 -1.16582 -0.98027
H 1.66617 3.42125 -2.10997
O -0.29989 1.30717 -0.15644
C -2.02249 1.06508 1.44140
S -0.84567 -0.38623 -2.89847
O 1.96946 -0.36653 -1.21928
S 3.01707 -1.22282 -0.59721
C 0.58839 -3.61387 -1.04566
F 1.59295 -2.65890 3.56761
H -3.23022 -2.59422 0.75968
C -1.82380 2.10699 3.59939
```

Computed properties:
HOMO level (alpha / beta) in eV: -6.64 / -6.12
Max |F| in eV Å⁻¹: 1.647
Spin multiplicity: 2

Here are the Löwdin charges for atoms 1 to 2, given in e: atom 1 (H): 0.122, atom 2 (N): -0.004


Record 2
Entry from the OMol25 dataset: one molecule with the formula C19H19FN2O2 at a distorted geometry (ωB97M-V with the def2-TZVPD basis set).

The geometry in XYZ format:
```
43
C19H19FN2O2, DFT ωB97M-V with the def2-TZVPD basis set
H -3.35896 1.72036 -3.05961
H -3.33641 4.29696 -1.64412
H 6.07019 -0.03488 2.89033
C -1.63959 -1.53248 0.05129
C -4.16547 1.23032 -0.51300
H -1.18853 3.06346 -1.37675
C 1.03426 -3.12067 -0.33199
H -1.65151 -2.53613 0.43866
C 4.15526 -0.64551 3.80448
C 5.05430 -0.47153 2.72624
H 4.40719 -0.27257 4.79252
O 0.15394 -3.94068 -0.30932
H -4.77192 0.90568 0.35335
F 5.54319 -0.74404 0.36015
C -2.83273 0.54239 -0.50398
C -0.46664 -1.08437 -0.58735
C 2.54530 -1.72304 2.35876
C -0.49163 0.19801 -1.19387
O 2.33909 -3.35482 -0.02145
H 3.88959 -2.19725 -0.72694
C -2.79892 2.59915 -2.70284
H -5.06864 3.16802 -0.22028
N 0.76515 -1.78913 -0.62598
H 0.35388 0.55129 -1.72715
H -0.82422 2.04113 -2.79079
H -2.63634 3.20498 -3.62644
N -3.69186 3.36708 -1.78373
H -3.33857 3.05990 0.26894
C 2.03219 -1.10292 -0.74700
C 3.42452 -1.53123 1.26174
C -1.55704 2.22217 -1.98490
C 3.01974 -2.06797 -0.11249
C -2.79438 -0.72548 0.10279
H -4.63935 0.93637 -1.41968
H -3.72850 -1.04348 0.58941
H 2.24751 -1.47998 4.44522
C 2.94654 -1.31841 3.61527
H 1.55804 -2.15999 2.20948
C -4.06860 2.76870 -0.48997
H 2.09569 -0.13803 -0.22527
H 2.36565 -0.94640 -1.79278
C 4.70533 -0.89430 1.42852
C -1.65676 0.97929 -1.17945
```

Computed properties:
Structure (SMILES): O=C1O[C@H](c2ccccc2F)CN1c1ccc2c(c1)CCNCC2
HOMO level in eV: -8.28
Max |F| in eV Å⁻¹: 2.498

Here are the Löwdin charges for atoms 1 to 2, given in e: atom 1 (H): 0.120, atom 2 (H): 0.091


Record 3
Entry from the OMol25 dataset: one molecule with the formula C19H19FN2O5 at a distorted geometry (ωB97M-V with the def2-TZVPD basis set).

The geometry in XYZ format:
```
46
C19H19FN2O5, DFT ωB97M-V with the def2-TZVPD basis set
H -5.85593 -1.76424 -1.12528
C -5.95835 1.08089 0.45087
H -2.59578 0.79483 1.46453
H 1.00181 -2.82151 2.40031
H -2.27715 1.78204 0.02642
H -6.27374 1.97801 0.94686
H -0.43994 2.03775 1.64021
C 1.99836 -2.77517 0.51182
H 1.47235 -3.61877 0.09327
C 1.25010 2.27251 -0.09923
C -0.75883 -0.81721 -0.69840
C 2.94917 -2.12204 -0.25095
H 1.09991 -0.11428 -1.50543
H 5.65456 -0.28898 -0.16567
H -0.27226 -1.39381 0.09577
O 4.75893 2.10329 -0.41757
H 2.86283 3.17651 -1.18327
H 3.93354 0.24849 1.91007
N 0.38570 1.23720 -0.06638
C -1.94663 0.90125 0.59125
H 2.24025 -0.87633 3.29348
H 1.64660 2.38872 -2.24540
H -0.31915 0.83583 -2.00011
C -5.69375 -0.83916 -0.61275
H -0.97727 -1.49425 -1.52775
N -2.02495 -0.28606 -0.23653
C 4.17825 1.12179 -0.78039
H -0.19419 0.28036 1.70060
C 0.15522 0.30946 -1.16118
C -6.65918 0.05493 -0.10889
C -4.46690 -0.29411 -0.31870
C 2.43945 -1.23392 2.29489
C -0.51340 1.11295 1.06382
C 2.19819 2.31603 -1.30555
C 3.67115 -1.03643 0.22760
C 1.74326 -2.32256 1.79468
H 4.73554 -0.77445 -1.61439
C 4.66874 -0.30686 -0.63155
O 1.31104 3.10653 0.78074
F 3.17581 -2.56221 -1.50877
O -4.63919 0.88298 0.33184
O 2.96204 1.11580 -1.35115
C 3.39399 -0.60106 1.51892
C -3.16597 -0.87206 -0.68373
H -7.72343 -0.04771 -0.15669
O -3.13079 -1.87497 -1.38219
```

Computed properties:
Structure (SMILES): O=C(Cc1ccccc1F)OCC(=O)N1CCN(C(=O)c2ccco2)CC1
HOMO level in eV: -9.08
Max |F| in eV Å⁻¹: 1.392

Here are the Löwdin charges for atoms 1 to 2, given in e: atom 1 (H): 0.120, atom 2 (C): -0.101


Question: max |F| of number 2 (C19H19FN2O2)?
Answer: 2.498 eV Å⁻¹


Question: The highest max |F| belongs to which entry?
Answer: C19H19FN2O2